DFT (ωB97M-V with the def2-TZVPD basis set) results for 6 unconnected molecules or ions with the total composition C25H47IO14S5 in a non-equilibrium geometry.

The geometry in ORCA input format:
```
! wB97M-V def2-TZVPD RIJCOSX def2/J DEFGRID3
* xyz 0 1
C 6.302 -1.448 -0.330
C 5.714 -2.933 -0.193
O 4.371 -3.117 -0.707
C 3.462 -2.119 -0.236
O 2.116 -2.554 0.185
C 1.443 -1.268 0.213
O 0.608 -0.855 1.035
O 1.971 -0.499 -0.901
C 2.965 -1.341 -1.579
I 1.963 -2.657 -3.041
H 6.110 -0.958 -1.341
H 5.920 -0.775 0.531
H 7.447 -1.517 -0.196
H 6.396 -3.613 -0.833
H 5.860 -3.289 0.889
H 3.751 -1.447 0.639
H 3.932 -0.854 -1.930
C -0.377 3.526 0.743
C 0.703 2.604 0.173
C 1.214 3.242 -1.120
S 0.978 5.005 -0.937
O -0.004 5.441 -1.905
O 2.267 5.647 -0.803
C 0.199 4.933 0.667
H -0.640 3.256 1.764
H -1.282 3.458 0.129
H 1.524 2.519 0.892
H 0.320 1.598 -0.008
H 2.273 3.033 -1.280
H 0.635 2.911 -1.984
H -0.558 5.713 0.748
H 0.975 5.082 1.421
C 1.707 4.240 -5.570
C 1.755 3.309 -6.782
C 3.083 2.551 -6.727
S 3.533 2.455 -4.998
O 4.738 3.225 -4.793
O 3.407 1.087 -4.546
C 2.147 3.394 -4.382
H 0.710 4.657 -5.418
H 2.403 5.072 -5.715
H 0.924 2.598 -6.729
H 1.655 3.860 -7.720
H 2.988 1.543 -7.133
H 3.873 3.090 -7.252
H 2.453 3.990 -3.522
H 1.366 2.687 -4.093
C -2.173 -1.791 3.267
C -2.051 -2.548 1.943
C -3.461 -2.970 1.524
S -4.574 -1.761 2.228
O -5.402 -2.417 3.217
O -5.135 -0.952 1.167
C -3.323 -0.812 3.078
H -1.246 -1.275 3.526
H -2.406 -2.493 4.074
H -1.622 -1.887 1.184
H -1.391 -3.415 2.033
H -3.573 -2.975 0.442
H -3.723 -3.946 1.928
H -3.721 -0.429 4.017
H -3.033 0.016 2.427
C 3.550 1.860 5.459
C 3.694 1.124 4.125
C 2.292 0.702 3.680
S 1.162 1.895 4.388
O 0.326 1.220 5.353
O 0.613 2.717 3.332
C 2.396 2.836 5.269
H 4.470 2.377 5.739
H 3.309 1.145 6.252
H 4.129 1.800 3.382
H 4.357 0.260 4.210
H 2.194 0.713 2.593
H 2.029 -0.283 4.067
H 1.984 3.203 6.209
H 2.691 3.676 4.635
C -7.904 -3.605 -0.548
C -7.892 -4.553 -1.750
C -6.573 -5.326 -1.711
S -6.090 -5.405 0.010
O -4.872 -4.645 0.183
O -6.224 -6.766 0.481
C -7.451 -4.440 0.642
H -8.893 -3.173 -0.382
H -7.200 -2.783 -0.719
H -8.732 -5.252 -1.670
H -8.005 -4.012 -2.692
H -6.687 -6.338 -2.101
H -5.787 -4.803 -2.259
H -7.119 -3.838 1.489
H -8.234 -5.134 0.957
*
```

Output
SMILES: CCO[C@@H]1OC(=O)O[C@@H]1I.O=S1(=O)CCCC1.O=S1(=O)CCCC1.O=S1(=O)CCCC1.O=S1(=O)CCCC1.O=S1(=O)CCCC1
gap between HOMO and LUMO: 9.7 eV
DFT total energy: -117625.051 eV